#A
This record from OMol25 describes the molecule C7H9N. The level of theory is the ωB97M-V functional and the def2-TZVPD basis.

Cartesian coordinates (Å):
C  0.7811  1.6088  0.9399
C  -0.1073  1.9515  -0.1281
C  -0.2222  0.4795  -0.7320
N  -0.7201  -0.4776  -1.7323
C  -0.2322  -1.6784  -0.9656
C  -0.0199  -1.2408  0.7027
C  0.2821  0.3041  1.3970
C  -0.8315  -0.0193  0.4966
H  1.4304  2.2094  1.5847
H  0.0732  3.1415  -0.5577
H  0.8831  0.0516  -0.5465
H  0.0550  -0.5257  -2.6216
H  0.7853  -1.7941  -1.2845
H  -0.8081  -2.5708  -0.8796
H  -0.0455  -2.1158  1.4614
H  0.6059  0.3805  2.5885
H  -1.9092  0.2954  0.2769

SMILES	C1=C[C@@H]2NC[C@H]3[C@@H]1[C@H]32

---

#B
This record from OMol25 describes the molecule C7H9N. The level of theory is the ωB97M-V functional and the def2-TZVPD basis.

Cartesian coordinates (Å):
C  -1.0515  -0.5006  1.4152
C  -1.4852  -1.0814  0.0263
C  0.2649  -0.5375  -2.0490
C  1.3835  1.0369  -0.7359
C  -0.3319  0.8165  1.2865
C  0.6180  0.2915  0.1786
C  -0.3234  -0.6688  -0.7058
H  -2.0039  -0.7233  2.3235
H  -0.2789  -1.4220  1.8037
H  -2.2700  -1.8987  0.1357
H  0.2457  -1.1034  -3.0772
H  1.4443  1.0044  -2.9005
H  2.0862  1.9358  -0.4488
H  0.0936  0.6067  2.4942
H  1.3951  -0.0275  0.9859
H  -0.9268  1.7787  1.2266
N  1.1402  0.4925  -1.9589

---

#C
This record from OMol25 describes the molecule C7H9N. The level of theory is the ωB97M-V functional and the def2-TZVPD basis.

Cartesian coordinates (Å):
C  1.8529  0.0342  1.2035
N  1.7078  -0.3095  -0.2260
C  0.5883  0.6053  -1.0007
C  -0.4299  1.3466  -0.3992
C  -1.5035  0.9418  0.4635
C  -1.9853  -0.4879  0.3864
C  -0.9683  -1.2883  -0.0922
C  0.3576  -0.9034  -0.6471
H  2.6524  -0.5433  1.7956
H  0.9239  -0.1009  1.7387
H  2.2283  1.2381  0.9769
H  0.8627  0.8059  -2.1006
H  -0.3400  2.4735  -0.6456
H  -2.1415  1.6933  0.9383
H  -2.9406  -0.7918  1.0665
H  -1.0762  -2.4815  -0.2253
H  0.4067  -1.6169  -1.4486

SMILES	CN1[C@@H]2C=CC=C[C@@H]21

---

Question: which arrangement is favored energetically? Ranking from most to least stable: #C, #B, #A.

---

#A
This record from OMol25 describes the molecule C7H9N. The level of theory is the ωB97M-V functional and the def2-TZVPD basis.

Cartesian coordinates (Å):
C  -1.8619  -0.9164  -1.2089
C  -0.4798  -0.4314  -0.6763
C  0.6811  -1.3535  -0.6839
N  -0.0282  0.9229  -0.8757
C  0.6550  1.3610  0.2703
C  0.0156  -1.3255  0.4130
C  1.4202  0.6398  1.2249
C  0.0720  1.0135  1.5352
H  -1.6622  -1.7420  -2.0009
H  -2.4932  -0.1058  -1.6676
H  -2.2889  -1.4619  -0.3436
H  1.3161  -1.0818  -1.4888
H  0.7949  2.4796  0.1672
H  0.1141  -1.8191  1.3602
H  2.4536  0.9469  1.1989
H  -0.1249  1.9159  2.1637
H  -0.9258  0.4838  1.4946

---

#B
This record from OMol25 describes a structure of composition C7H9N. The level of theory is the ωB97M-V functional and the def2-TZVPD basis.

Cartesian coordinates (Å):
C  1.8542  0.0685  -0.0112
C  0.3526  -0.0389  -0.0253
C  -0.3072  1.3267  0.0038
C  -1.7955  0.8001  -0.0784
C  -1.4647  -0.7497  -0.0117
C  -0.3899  -0.7530  1.1164
C  -0.3978  -0.8014  -0.9768
H  -0.1186  1.7845  0.9431
H  -0.0785  2.0129  -0.7784
H  -2.5242  0.9787  -0.8356
H  -2.1163  1.3098  0.8034
H  -2.3019  -1.3938  -0.1032
H  -0.0310  -1.7764  1.0660
H  -0.3285  -0.2910  2.0484
H  -0.4357  -0.5784  -1.9918
H  -0.0402  -1.8474  -0.8254
N  2.9807  0.0982  -0.0611

---

Question: which arrangement is favored energetically? Ranking from most to least stable: #B, #A.

---

#A
This record from OMol25 describes a cluster of 2 separate species, C7H9N in total. The level of theory is the ωB97M-V functional and the def2-TZVPD basis.

Cartesian coordinates (Å):
C  -2.1794  0.0274  -0.0725
C  -3.5943  -0.0823  0.1740
C  2.0589  0.6764  0.4181
C  1.1018  1.4268  -0.4717
C  0.4756  -1.2433  -0.8459
C  -0.2451  -0.7881  0.3761
C  0.8520  0.0067  -0.1239
N  -2.8017  0.9390  -0.6487
H  -4.1895  -0.7967  -0.3779
H  -4.0179  0.2648  1.1089
H  3.0206  0.3953  0.0108
H  2.0896  0.9161  1.4715
H  0.4562  2.1686  -0.0279
H  1.4107  1.6583  -1.4788
H  1.1046  -2.1221  -0.7648
H  -0.0097  -1.1467  -1.8064
H  -0.3877  -1.2936  1.3081

---

#B
This record from OMol25 describes a cluster of 2 separate species, C7H9N in total. The level of theory is the ωB97M-V functional and the def2-TZVPD basis.

Cartesian coordinates (Å):
C  0.9603  1.1293  1.0414
C  -0.1772  0.5835  1.6254
C  -1.3136  0.4222  0.8115
N  -1.3855  0.8213  -0.4426
C  -0.2699  1.3072  -0.9991
C  0.9094  1.4777  -0.3008
H  1.8998  1.2320  1.5785
H  -0.1995  0.3085  2.6824
H  -2.2198  -0.0079  1.2719
H  -0.3766  1.5758  -2.0511
H  1.7855  1.8405  -0.8279
C  0.8531  -2.2638  -1.3077
C  0.1746  -2.7535  -0.2569
H  0.2884  -1.8756  -2.1438
H  1.9426  -2.3118  -1.3779
H  -0.8959  -2.7386  -0.3293
H  0.6537  -3.1871  0.6131

SMILES	c1ccncc1.C=C

---

#C
This record from OMol25 describes the molecule C7H9N. The level of theory is the ωB97M-V functional and the def2-TZVPD basis.

Cartesian coordinates (Å):
C  1.5793  -1.3601  -1.1621
C  1.4772  -1.3017  0.1632
C  0.2231  -0.4530  0.5459
N  0.3856  0.8437  1.2389
C  -1.1013  1.1480  1.0830
C  -1.2828  1.0568  -0.4853
C  -0.3013  -0.0748  -0.7717
C  0.3476  -0.7832  -1.8619
H  2.5427  -2.0569  -1.3586
H  1.9955  -1.8895  0.8486
H  -0.3182  -1.2464  1.1714
H  0.8058  0.9594  2.2504
H  -1.4409  2.1137  1.5033
H  -1.8592  0.3834  1.6090
H  -2.4214  1.1270  -0.8065
H  -0.8628  1.9137  -1.1437
H  0.2311  -0.3800  -2.8238

SMILES	C1=C[C@H]2NCCC2=C1

---

#D
This record from OMol25 describes the molecule C7H9N. The level of theory is the ωB97M-V functional and the def2-TZVPD basis.

Cartesian coordinates (Å):
C  -2.2342  -0.6157  -0.4803
C  -0.8494  0.0238  -0.2793
C  -0.6785  1.1320  0.4841
C  0.7434  1.5042  0.9166
C  1.8385  0.6425  0.6546
C  1.3066  -0.6996  0.3134
N  1.2212  -1.6784  -0.8910
C  0.4098  -0.4459  -0.8092
H  -2.8907  -0.0345  0.2952
H  -1.9353  -1.6205  0.1522
H  -2.7076  -0.8283  -1.5747
H  -1.3781  1.8585  0.7552
H  0.8897  2.4278  1.4640
H  2.8179  0.9332  1.0906
H  0.9238  -1.2064  1.1750
H  1.8481  -1.5001  -1.6049
H  0.6748  0.1072  -1.6616

SMILES	CC1=CC=C[C@@H]2N[C@@H]12

---

Question: which arrangement is favored energetically? Ranking from most to least stable: #B, #C, #D, #A.

---

#A
This record from OMol25 describes a structure of composition C7H9N. The level of theory is the ωB97M-V functional and the def2-TZVPD basis.

Cartesian coordinates (Å):
C  3.1058  0.1128  -0.0561
C  1.9537  -0.4592  -0.2061
C  0.5338  0.0125  -0.1290
C  -0.0694  1.2549  -0.1883
C  -1.5194  0.8267  -0.0630
C  -1.5961  -0.2557  0.8597
C  -0.6519  -0.8993  0.0342
H  4.0031  -0.4837  0.0825
H  2.9893  1.2870  0.2265
H  1.9650  -1.5517  -0.4015
H  0.0008  2.4376  -0.5724
H  -2.1060  1.5934  -0.3294
H  -2.5410  -0.7260  0.8049
H  -1.3904  0.1524  1.9938
H  -0.5112  -2.0846  0.2252
H  -2.5481  -0.7591  -1.1548
N  -1.6182  -0.4582  -1.1261

---

#B
This record from OMol25 describes the molecule C7H9N. The level of theory is the ωB97M-V functional and the def2-TZVPD basis.

Cartesian coordinates (Å):
C  -2.7262  -0.8053  0.2576
C  -2.2228  0.5049  -0.1025
C  -0.9854  1.0409  -0.1843
C  0.2958  0.4146  -0.0855
C  1.4096  1.1124  0.1925
C  2.4552  0.1360  0.1568
C  1.9443  -1.0914  -0.0818
N  0.5859  -0.9210  -0.1973
H  -2.0502  -1.2659  0.9858
H  -2.9037  -1.5174  -0.6109
H  -3.5891  -0.7665  0.9552
H  -3.0077  1.1975  -0.5230
H  -0.7710  2.0861  -0.3860
H  1.4568  2.1074  0.4858
H  3.5144  0.3263  0.2515
H  2.3164  -2.0805  -0.0479
H  -0.0905  -1.5138  -0.6455

SMILES	C/C=C\c1ccc[nH]1

---

Question: which arrangement is favored energetically? Ranking from most to least stable: #B, #A.